{"formula": "C45H108Br6Cl3O28P7", "method": "ωB97M-V with the def2-TZVPD basis set", "species": ["P", "P", "H", "H", "H", "O", "H", "O", "Br", "C", "H", "Br", "H", "Cl", "C", "O", "H", "H", "C", "H", "H", "H", "C", "C", "H", "C", "Cl", "H", "H", "H", "H", "H", "O", "C", "H", "H", "O", "H", "O", "H", "H", "H", "O", "H", "H", "H", "C", "H", "O", "C", "O", "H", "Br", "H", "H", "C", "O", "C", "H", "H", "H", "H", "H", "O", "H", "H", "H", "H", "H", "H", "C", "H", "H", "H", "C", "C", "H", "P", "C", "C", "H", "H", "C", "C", "H", "C", "C", "H", "C", "H", "H", "H", "H", "C", "Br", "O", "C", "H", "O", "C", "C", "H", "H", "H", "H", "C", "H", "H", "H", "H", "O", "H", "H", "C", "P", "H", "H", "H", "H", "H", "Br", "H", "C", "C", "H", "H", "O", "O", "O", "C", "H", "H", "H", "C", "H", "O", "H", "H", "C", "H", "H", "H", "H", "H", "H", "O", "C", "C", "H", "C", "O", "Br", "H", "C", "C", "H", "H", "H", "H", "H", "O", "H", "H", "H", "O", "H", "C", "P", "H", "C", "H", "O", "C", "O", "O", "H", "P", "H", "C", "O", "C", "O", "H", "C", "H", "P", "H", "H", "Cl", "H", "H", "H", "H", "C", "H", "O", "C"], "xyz": [[5.806842, 0.645872, 3.898876], [-1.064299, -1.993694, 0.141294], [-1.905214, -2.619123, 4.617099], [-2.252898, 2.744728, 7.245235], [5.407018, -9.011313, -1.572231], [-1.508316, 6.145409, -6.439668], [11.005393, 5.421701, -1.866692], [-6.067435, 1.086354, 2.915661], [-6.945263, -0.313647, -2.612843], [-3.446547, -0.883368, -0.197950], [3.437039, -6.072935, 0.142065], [-6.296699, 2.632069, -1.496352], [-0.923843, -1.287652, 3.064061], [1.058575, -3.136715, 3.668109], [2.812237, -6.662792, 0.813217], [0.514024, 1.795617, 5.956155], [3.434730, -0.546210, -0.046630], [2.654813, -1.460390, 4.054367], [-8.720644, 0.946326, 6.653584], [4.714877, -10.919483, -3.070959], [-9.426502, 1.642352, 6.206277], [1.175006, -6.284468, 2.183237], [-1.172931, 2.630201, -5.829702], [-9.150715, 3.791714, 2.243563], [-0.768152, 2.850940, 1.043393], [7.534550, 2.687693, -5.878174], [3.943655, -3.488580, 3.791088], [0.269894, 1.231592, -6.587880], [1.719998, -4.928643, 1.250323], [3.060850, 1.947614, -1.997851], [-6.245681, -5.369091, -3.140088], [1.772827, -0.573486, -2.867987], [6.094860, 4.065287, -4.503934], [4.880464, -0.070732, 1.528268], [-2.083249, -0.016918, 3.275327], [-3.611981, -5.136798, 1.020723], [7.951020, 4.500192, -2.952687], [4.150137, 4.256563, 4.808292], [1.884540, -7.559961, 0.194611], [2.733945, -0.307325, 1.620787], [5.632988, 0.502349, 0.985105], [-3.457898, 1.199657, 0.222155], [5.688840, 4.029875, -2.047982], [-0.700121, 5.720976, -4.592719], [-1.548047, 3.065039, -4.902545], [-0.076661, 1.006447, -4.917532], [6.576659, 2.743522, -4.711507], [-0.362157, -7.039363, -2.097531], [-1.748265, 5.044644, -8.662556], [-7.516626, 1.526693, -2.507783], [1.726453, -6.596491, -2.044875], [-4.911300, 0.668274, -0.476636], [-4.775235, -7.466391, -3.196143], [-2.457074, 3.058818, -9.033118], [1.476557, 7.029928, -5.881560], [-2.160566, 3.984558, -9.528954], [4.691831, 0.674479, 2.760242], [3.493264, -0.014764, 0.903091], [-0.112272, -2.128330, -3.197584], [-0.495537, 7.275847, -5.020671], [8.248547, 3.499073, -5.703401], [3.411191, 1.856085, 4.403246], [-9.146254, -0.050674, 6.549145], [5.364303, -0.648169, 4.707574], [4.586764, 1.844393, -1.014954], [7.053743, 2.221560, -3.877068], [-2.404936, -1.247988, 5.662757], [3.341735, 1.038768, 0.659650], [1.595171, 5.419143, -5.459686], [-0.122585, 3.677356, -10.233641], [0.180650, -5.364333, -3.358204], [10.565199, 4.855531, -3.480892], [0.640439, 1.903687, 0.529973], [-9.001843, 3.451297, 1.218745], [6.220951, -1.288932, 5.663709], [6.399262, -0.518729, 6.957390], [8.777641, 6.443502, -2.753936], [-1.946329, 4.785463, -7.112152], [0.426903, 1.997243, 2.579549], [2.601047, -2.501842, 4.344184], [3.497690, -7.304858, 1.383415], [-0.957747, -4.871447, 1.692580], [-3.170521, -4.525007, 1.810959], [0.957253, 6.078220, -6.043658], [0.968559, 2.363014, -5.414588], [0.341117, -6.203485, -2.087720], [4.039331, 3.582429, 5.657769], [-7.752111, -0.075046, 0.687180], [0.168049, -1.853992, -2.178458], [-1.520057, -3.456623, 2.506505], [-8.533262, 1.140623, 7.709275], [-8.493817, 1.507899, -2.050806], [8.031323, 1.732385, -6.045710], [-1.728509, -4.099794, 1.642745], [-7.680785, 2.338539, -4.295431], [-7.864680, -0.778154, 2.630537], [4.066656, 2.134984, 5.221734], [1.031792, -4.700628, -3.476373], [-2.268458, -1.064459, 0.592292], [-2.345609, -1.612593, 4.640549], [0.080409, 1.786957, -5.667697], [4.178828, -9.772852, -0.602893], [0.840553, -2.650706, -1.843350], [6.975139, 0.400932, 6.853469], [-2.421219, 3.582602, 5.709303], [4.290192, 3.727736, -2.183336], [5.277126, -1.065900, 1.731908], [0.113233, -6.029804, -4.215903], [8.685767, 5.644151, -1.316798], [4.929338, 3.759306, 6.266525], [7.153810, 0.693273, 3.331667], [0.909355, 5.946764, -7.120747], [-0.834587, 1.056550, 1.042580], [10.268442, 4.851044, -2.423358], [2.070424, -7.996074, -1.344098], [5.502123, -0.374425, 7.556368], [-1.054716, 4.681548, -11.254474], [-3.801950, -3.643877, 1.650977], [-7.132429, 1.963616, 5.612947], [3.162810, 3.753992, 6.270999], [-4.296777, -4.701884, -1.752712], [7.025046, -1.180009, 7.571059], [4.347061, -9.267318, -1.556352], [-0.459682, 6.294653, -5.499515], [-3.278886, -5.022016, 2.774500], [0.260724, 0.166828, -2.744608], [-0.582647, 2.191425, 3.607320], [6.032847, 6.282633, -3.210955], [3.636660, -8.017940, -1.632575], [-6.743407, -1.950907, 0.855640], [1.176672, 2.789609, 2.604300], [3.867222, 4.027988, -3.141455], [5.747479, -2.223264, 5.965691], [0.909715, -0.534987, -2.203022], [0.092158, -5.646228, -1.179518], [5.452646, 1.879433, 4.814114], [-5.833049, -1.744463, 1.417335], [0.923280, 1.074302, 2.892125], [4.022065, -10.137902, -2.746015], [-6.950934, -3.004936, 1.077970], [3.122377, -10.750557, -2.615672], [-1.402882, 2.913823, -11.226025], [3.769752, -9.580772, -3.650864], [2.704551, -5.519023, 2.662494], [-8.827027, -1.466676, 0.957207], [-7.475475, 0.036402, 4.816132], [-2.604368, 2.634863, 6.218267], [-5.673226, -5.925071, -2.414387], [-1.920289, 2.017909, -6.340049], [-1.427541, -0.697372, 3.829843], [-1.044175, -1.808237, -1.427011], [-6.875690, -6.450254, -0.982325], [3.899290, 1.462460, 6.062900], [-0.210839, 1.929717, 1.217526], [-4.086630, 2.309098, 6.245387], [-4.178100, 1.289310, 6.622343], [10.327212, 3.795841, -2.159466], [-4.589626, 2.416107, 5.282030], [-8.941003, 4.854872, 2.311862], [-3.303843, -1.839478, 4.171371], [-2.004155, 1.532657, 5.554198], [-10.216073, 3.647411, 2.445503], [-4.098599, -1.761384, -0.226723], [5.690692, 2.129977, -4.922229], [-8.596660, 1.536209, 3.180985], [7.109878, 2.899336, -6.864832], [-1.132990, 3.787368, -10.635891], [6.430121, 4.882870, -3.172984], [-7.425999, 3.225216, 3.457047], [2.078222, -5.789065, 1.823959], [-9.015309, 3.209109, 4.228547], [1.256196, -9.154303, -1.677086], [-4.166004, 0.359826, 0.251949], [0.193800, -1.620223, 0.786654], [-0.817564, 3.703484, -6.743246], [7.173331, -1.506262, 5.179770], [-7.366137, 0.541947, 3.314485], [-4.515514, 0.369504, 1.284389], [-7.367039, 0.948521, 5.929928], [-1.671061, -3.443393, 0.361565], [4.094709, 2.251892, -1.896435], [-3.301161, 4.393495, -6.726807], [-6.547228, -2.013352, -0.216043], [-8.470658, 2.944554, 3.319265], [-6.609249, 0.477523, 6.548915], [-0.527862, 1.444459, 4.997344], [3.808678, 4.324799, -1.402782], [1.114603, -0.157417, -1.206932], [2.529254, -2.482544, 6.117512], [-3.135149, -0.703635, -1.231288], [-4.726382, 2.921352, 6.889672], [-3.067728, 4.289123, -10.063652], [4.714473, 1.756655, -2.658573], [8.865158, 5.419671, -2.381102], [-0.768447, -4.840026, -3.218833], [-0.412747, -0.087792, 4.610974], [-7.872277, -1.019487, 1.224132]], "forces_ev_per_a": [[-0.2, 0.4, -0.8], [-0.5, 0.7, 0.2], [0.3, 0.1, 0.7], [0.4, -0.3, -0.1], [-0.1, 0.3, 0.0], [0.2, 0.3, -0.6], [-0.2, 0.1, 0.2], [0.0, 0.2, -0.2], [0.0, 0.2, 0.0], [-0.3, 0.6, -1.0], [-0.4, -0.1, -0.4], [-0.4, -0.1, 0.1], [0.1, 0.2, 0.0], [0.5, 0.2, 0.3], [0.6, -0.7, 1.7], [0.4, 0.5, -0.1], [-0.1, -0.3, 0.2], [0.4, -0.1, -0.3], [0.6, -0.3, -0.2], [0.7, 0.5, 0.5], [0.0, 0.2, 0.2], [0.2, -0.3, 0.1], [0.6, -0.2, -0.6], [-0.9, -1.2, -0.1], [-0.1, -0.1, -0.1], [0.3, 0.9, -0.7], [0.1, 0.4, 0.0], [0.1, 0.2, -0.1], [0.1, 0.4, 0.5], [-0.2, -0.1, 0.1], [0.0, -0.2, -0.2], [0.3, -0.3, 0.4], [0.3, 0.5, 0.3], [-0.3, 0.7, 0.4], [0.5, 0.6, 0.3], [0.8, -0.6, 0.1], [-0.2, 0.4, 0.1], [-0.4, 0.0, 0.0], [0.2, -0.5, -0.7], [-0.1, -0.4, -0.1], [0.0, -0.3, -0.4], [0.2, -0.2, 0.0], [0.5, -0.1, -0.4], [0.2, -0.7, -0.5], [-0.1, -0.2, 0.0], [0.0, 0.2, 0.2], [-0.6, -1.7, -0.9], [0.4, -0.3, -0.1], [0.3, -0.1, 0.5], [0.4, 0.4, -0.8], [0.0, -1.0, -0.3], [-0.3, -0.5, 0.3], [-0.5, 0.4, 0.1], [0.5, 0.1, 0.4], [0.0, 0.1, -0.3], [-0.5, 0.1, -1.7], [-0.1, -0.2, 0.7], [0.8, 0.5, -0.4], [-0.2, 0.0, 0.1], [-0.5, 0.4, -0.9], [0.4, -0.4, -0.1], [-0.2, 0.2, 0.0], [0.0, 0.0, 0.2], [-0.1, -0.2, 0.0], [-0.4, 0.7, 0.6], [0.0, 0.8, 0.5], [-0.4, -0.1, 0.0], [-0.3, 0.0, 0.1], [-0.4, -0.8, -0.5], [-0.1, -0.4, 0.1], [-0.5, -0.6, 0.9], [0.3, 0.1, 0.1], [-0.2, 0.0, -0.3], [0.4, 0.0, 0.0], [-0.2, 0.1, 0.5], [1.0, -0.4, 0.3], [0.1, -0.4, -1.0], [-0.3, -0.1, 0.5], [0.0, -0.8, 0.9], [-0.9, -0.2, 0.4], [0.1, 0.0, -0.2], [-0.3, -0.2, -0.3], [-0.3, -0.2, -0.5], [0.0, 1.5, 0.5], [-0.1, 0.1, 0.1], [0.0, 0.6, -0.4], [0.5, -0.3, 0.0], [-0.1, 0.0, 0.0], [1.0, -0.5, -0.6], [0.2, 0.5, -0.5], [-0.4, 0.2, 0.0], [0.0, 0.2, 0.1], [0.1, 0.0, 0.6], [-0.5, 0.0, 0.3], [-0.1, -0.5, 0.6], [-0.3, -0.2, 0.2], [0.9, -0.2, 0.5], [-0.1, 0.2, 0.0], [0.2, 0.0, 0.2], [1.0, -1.0, -0.2], [-0.2, -0.5, 0.1], [-0.3, 0.1, 0.0], [-0.3, 0.0, 0.4], [-0.3, 0.1, -0.1], [0.2, -0.1, -0.2], [-0.3, 0.3, 1.7], [-0.2, -0.1, 0.1], [0.0, 0.1, -0.1], [-0.7, -0.8, 0.0], [-0.1, -0.1, 0.2], [0.3, -0.3, 0.6], [0.3, -0.6, 0.1], [0.0, 0.0, 0.2], [0.0, -0.3, -1.9], [0.0, 1.8, 0.9], [-0.3, 0.2, -0.4], [-0.4, -0.1, -0.2], [0.1, 0.2, 0.9], [0.5, -0.1, 0.0], [-0.3, 0.3, -0.2], [-0.4, -0.1, -0.1], [0.0, 0.1, 0.0], [0.8, -0.4, -0.4], [0.5, -0.3, 1.7], [-0.4, 0.2, 0.0], [0.0, 0.2, 0.5], [-0.3, 0.8, -0.1], [0.3, 0.2, -0.2], [-0.5, -0.2, 0.2], [0.3, -1.4, 0.0], [-0.2, 0.2, 0.3], [0.3, -0.1, -0.1], [-0.2, -0.1, -0.6], [-1.1, 0.5, -0.8], [0.3, 0.2, -0.1], [-0.2, -0.2, -0.5], [0.0, 0.4, -0.2], [0.2, -0.1, -0.6], [-1.3, -1.3, -1.0], [-0.4, 0.2, 0.4], [-0.1, 0.4, 0.5], [0.1, 0.1, -0.1], [0.4, 0.4, 0.2], [0.0, 0.2, -0.1], [-0.1, 0.2, 0.1], [0.2, 0.1, -0.6], [-0.9, 0.6, 0.3], [0.7, -0.2, 0.6], [-0.3, 0.2, 0.4], [-1.3, -0.8, -1.2], [-0.3, -0.3, 0.0], [0.2, 0.1, -0.4], [-0.3, 0.1, 0.0], [0.5, 0.2, 0.0], [-0.7, 0.0, 0.1], [-0.2, -0.1, -0.2], [-0.3, 0.1, 0.5], [0.4, -0.4, -0.3], [0.3, 0.0, 0.2], [-0.2, 0.9, 0.1], [0.2, 0.0, -0.5], [-0.1, 0.3, -0.3], [0.2, -0.2, 0.4], [0.0, 0.2, 0.0], [-0.3, 0.1, -0.9], [-0.5, 0.2, 0.3], [0.6, 0.2, 0.7], [-0.6, -1.0, -0.1], [0.1, -0.1, -0.2], [-0.6, 0.0, -1.4], [0.3, -0.1, 0.3], [0.0, -0.2, -0.1], [0.8, 0.8, 0.3], [0.0, -0.4, 0.3], [-0.4, 0.4, -0.1], [0.0, 0.1, 0.1], [-0.1, -0.4, 1.0], [-0.4, -0.3, -0.2], [-1.1, -0.7, 0.0], [1.0, 0.0, -0.4], [1.3, -0.4, -1.3], [-0.1, -0.3, 0.0], [0.1, 0.6, 0.0], [0.3, 1.3, 0.5], [0.2, 0.5, 0.1], [0.2, -0.7, 0.4], [-0.2, 0.1, -0.2], [0.3, 0.0, 0.0], [0.0, -0.1, -0.2], [0.0, -0.2, 0.0], [0.6, 0.2, 0.3], [-0.1, 0.3, 0.5], [-0.6, -0.2, -0.3], [0.9, 1.0, 2.2], [0.1, 0.3, -0.4], [-0.2, 0.1, 0.2], [0.6, 0.2, -0.5]], "lowdin_charge": [0.36, 0.38, 0.05, 0.12, 0.12, -0.15, 0.08, -0.22, 0.61, -0.26, 0.12, 0.62, 0.05, 0.60, -0.27, -0.22, 0.08, 0.01, -0.06, 0.08, 0.07, 0.08, -0.24, -0.06, 0.09, -0.07, 0.60, 0.08, 0.06, 0.07, -0.03, 0.08, -0.17, -0.23, 0.12, 0.03, -0.16, 0.08, -0.18, 0.06, 0.11, 0.08, -0.18, 0.11, 0.12, 0.06, -0.30, 0.12, -0.16, -1.57, -0.19, -0.03, 0.56, 0.11, 0.07, -0.28, -0.22, -0.07, 0.12, 0.11, 0.08, 0.10, 0.08, -0.22, 0.06, 0.12, 0.08, 0.06, 0.07, 0.08, -0.06, 0.08, 0.07, 0.07, -0.27, -0.08, 0.12, 0.37, -0.24, -1.46, 0.12, 0.11, -0.07, -0.06, 0.07, -0.26, -0.06, 0.10, -0.27, 0.07, 0.08, -0.03, 0.08, -0.25, 0.55, -0.16, -0.23, 0.07, -0.18, -0.05, -0.07, 0.12, 0.12, 0.08, 0.12, -0.25, 0.11, 0.08, 0.12, 0.08, -0.22, 0.08, 0.05, -0.07, 0.40, 0.08, 0.08, 0.07, 0.10, 0.08, 0.58, 0.08, -0.25, -0.27, 0.09, 0.07, -0.17, -0.21, -0.18, -0.08, 0.12, 0.12, 0.09, -0.07, 0.11, -0.18, 0.07, 0.10, -0.09, 0.08, 0.07, 0.08, 0.08, 0.01, 0.12, -0.18, -0.25, -1.57, 0.12, -0.30, -0.17, 0.56, 0.12, -0.05, -0.08, 0.08, 0.08, 0.07, 0.08, 0.08, -0.17, 0.08, 0.08, 0.12, -0.16, 0.08, -0.07, 0.38, 0.11, -0.11, 0.11, -0.21, -0.09, -0.23, -0.20, 0.12, 0.37, 0.06, -0.24, -0.20, -0.06, -0.22, 0.03, -0.28, 0.11, 0.35, 0.12, 0.05, 0.55, 0.12, 0.08, 0.12, 0.07, -0.29, 0.07, -0.18, -0.24], "de_lowest_kj_mol": 202.3, "e_lumo_ev": -0.40, "orbital_gap_ev": 9.9, "multiplicity": 1}